[1]
{
  "formula": "C3H14O3S",
  "method": "ωB97M-V/def2-TZVPD",
  "de_lowest_kcal_mol": 35.0,
  "energy_ha": -746.55212,
  "e_lumo_ev": 0.2,
  "gap_ev": 9.154,
  "smiles": "CCCS.O.O.O",
  "elements": ["C", "C", "C", "S", "H", "H", "H", "H", "H", "H", "H", "H", "H", "H", "O", "H", "H", "O", "H", "H", "O"],
  "coordinates": [[-3.05329, 0.67597, -1.68335], [-2.67979, -0.00876, -0.29607], [-2.54752, -1.59456, -0.24750], [-1.82856, -2.08661, 1.24680], [-4.00304, 0.14119, -2.00599], [-3.48941, 1.69755, -1.55716], [-2.26653, 0.53545, -2.47323], [-3.44056, 0.43069, 0.42456], [-1.69393, 0.35763, -0.02467], [-3.53392, -1.96468, -0.69619], [-1.88512, -2.04142, -0.99904], [-2.71579, -1.35674, 2.01438], [3.53156, -0.24458, 1.23794], [4.61333, 0.91184, 1.27020], [4.26355, 0.15918, 1.72527], [4.86031, 1.80556, -1.69753], [3.82162, 2.89138, -2.20117], [4.67622, 2.75288, -1.74610], [1.45224, 1.75938, -0.72076], [1.10022, 1.73068, 0.73057], [1.38393, 1.12493, 0.03467]],
  "forces_ev_per_angstrom": [[-1.6, -1.8, 0.3], [0.1, 0.8, -1.0], [-2.1, 1.7, -3.1], [-0.9, -0.1, 2.0], [1.1, 0.3, -0.2], [1.2, -0.5, -0.1], [-0.8, 0.5, 0.8], [0.9, -1.1, -0.4], [0.0, 0.3, 0.4], [0.8, -0.2, 1.7], [0.4, 0.8, -0.1], [0.7, -0.7, -0.2], [0.3, 0.6, -0.1], [-0.1, 0.5, -0.7], [-0.2, -1.0, 0.8], [-0.3, 0.2, -0.2], [0.8, -0.5, 0.3], [-0.5, 0.2, -0.1], [0.0, -1.0, 0.7], [0.0, -0.3, 0.3], [0.0, 1.2, -1.0]]
}

[2]
{
  "formula": "C3H7NO5",
  "method": "ωB97M-V/def2-TZVPD",
  "de_lowest_kcal_mol": 252.3,
  "energy_ha": -549.10313,
  "e_lumo_ev": [-4.3, -0.6],
  "gap_ev": [6.197, 9.412],
  "elements": ["N", "O", "O", "O", "C", "C", "C", "O", "O", "H", "H", "H", "H", "H", "H", "H"],
  "coordinates": [[2.31390, -2.21129, 2.94278], [1.73447, -3.25952, 3.34527], [1.80990, -1.51795, 2.01803], [3.40163, -1.86896, 3.48160], [-0.12348, 1.81641, -1.03837], [-0.55741, 0.38902, -1.15114], [-2.05638, 0.25560, -1.15299], [-0.16030, -0.42018, -0.00134], [1.15175, -0.37321, 0.07409], [-0.55390, 2.41295, -1.84638], [-0.49575, 2.24331, -0.09855], [0.96143, 1.89124, -1.10962], [-0.10132, -0.06647, -2.04017], [-2.51207, 0.90335, -1.90702], [-2.37909, -0.76997, -1.33970], [-2.43335, 0.57566, -0.17648]],
  "forces_ev_per_angstrom": [[0.1, -0.1, 0.3], [1.1, 2.2, -1.0], [1.3, -1.9, 2.6], [-2.3, -0.7, -1.2], [0.3, 0.5, 0.4], [-0.9, -0.4, -0.6], [-0.5, 0.1, -0.1], [1.1, 0.6, -0.5], [-0.4, 0.0, -0.3], [0.0, -0.2, 0.0], [0.3, 0.0, -0.1], [-0.1, 0.1, 0.2], [-0.1, -0.1, 0.3], [0.1, -0.1, 0.0], [0.0, 0.1, 0.1], [0.0, -0.1, -0.1]]
}

[3]
{
  "formula": "CH4F2N2",
  "method": "ωB97M-V/def2-TZVPD",
  "de_lowest_kcal_mol": 10.9,
  "energy_ha": -349.75029,
  "e_lumo_ev": 1.0,
  "gap_ev": 11.511,
  "smiles": "NC(N)(F)F",
  "elements": ["C", "N", "N", "F", "F", "H", "H", "H", "H"],
  "coordinates": [[-0.78404, -0.03072, 0.00528], [-0.20885, 1.24822, -0.12765], [0.21200, -1.28947, 0.00100], [-1.71311, -0.34401, -0.97584], [-1.54725, -0.06608, 1.13095], [-0.91552, 1.88234, -0.51288], [0.64943, 1.32311, -0.62552], [-0.37272, -2.02389, 0.32613], [0.95934, -0.94958, 0.60309]],
  "forces_ev_per_angstrom": [[1.3, -3.2, -0.6], [-1.1, -0.3, 0.2], [-1.4, 5.2, -0.9], [0.5, 0.5, 0.1], [0.1, 0.2, 0.3], [0.5, -0.2, 0.3], [0.4, -0.4, -0.5], [0.0, -0.7, 0.8], [-0.2, -1.0, 0.4]]
}

[4]
{
  "formula": "C27H32N4O6S",
  "method": "ωB97M-V/def2-TZVPD",
  "de_lowest_kcal_mol": 0.0,
  "energy_ha": -2116.83965,
  "e_lumo_ev": 0.6,
  "gap_ev": 8.806,
  "smiles": "CCOC(=O)N1CCc2c(sc3c2c(=O)n(-c2ccc(CC)cc2)c(=O)n3CC(=O)NC[C@@H]2CCCO2)C1",
  "elements": ["C", "C", "H", "H", "O", "C", "O", "N", "C", "H", "C", "C", "C", "S", "C", "C", "C", "O", "N", "C", "O", "N", "C", "H", "H", "C", "O", "N", "H", "C", "H", "H", "C", "C", "H", "C", "H", "C", "H", "O", "H", "H", "H", "H", "C", "C", "C", "C", "C", "C", "H", "H", "C", "C", "H", "H", "H", "H", "H", "H", "H", "C", "H", "H", "H", "H", "H", "H", "H", "H"],
  "coordinates": [[1.36509, -0.30740, 6.29175], [0.11953, -1.04761, 6.75862], [-0.44030, -0.43093, 7.46890], [0.37835, -2.00399, 7.21813], [-0.73130, -1.38693, 5.66545], [-1.54916, -0.40287, 5.23020], [-1.59742, 0.70237, 5.71701], [-2.34993, -0.81910, 4.21696], [-2.15938, -2.06864, 3.51010], [-3.14925, -2.45184, 3.24304], [-1.33411, -1.83596, 2.24137], [-1.91542, -0.68105, 1.49143], [-2.73981, 0.21604, 2.08809], [-3.28384, 1.46533, 0.99701], [-2.37167, 0.75176, -0.28384], [-1.69322, -0.37933, 0.11373], [-0.85753, -1.09080, -0.82375], [-0.20347, -2.08370, -0.58531], [-0.84644, -0.50933, -2.09889], [-1.45672, 0.66011, -2.47721], [-1.29269, 1.16809, -3.56875], [-2.31427, 1.24000, -1.55432], [-2.90162, 2.53052, -1.87379], [-2.93868, 2.62398, -2.96068], [-3.90331, 2.59127, -1.44389], [-1.99676, 3.60433, -1.24725], [-2.34836, 4.30155, -0.32320], [-0.76214, 3.62100, -1.79752], [-0.57028, 2.94572, -2.52614], [0.37706, 4.01692, -0.99875], [1.23421, 4.15776, -1.65835], [0.14124, 4.95023, -0.48422], [0.65854, 2.91729, 0.03917], [1.95119, 3.09871, 0.83617], [1.79204, 3.67311, 1.74472], [2.36218, 1.65164, 1.09883], [3.42466, 1.53391, 1.29625], [1.93513, 0.98130, -0.20401], [1.70065, -0.07993, -0.09787], [0.75853, 1.65529, -0.62491], [2.71490, 1.09533, -0.97033], [1.79390, 1.24450, 1.93582], [2.70109, 3.60142, 0.22280], [-0.20651, 2.86693, 0.71796], [0.00513, -1.12371, -3.07659], [1.13287, -0.45981, -3.52963], [1.94557, -1.06324, -4.47038], [1.65112, -2.32895, -4.96161], [0.52179, -2.98314, -4.48644], [-0.30421, -2.38718, -3.55188], [-1.18155, -2.89902, -3.18711], [0.28128, -3.96920, -4.85656], [2.56514, -2.99943, -5.94658], [3.63988, -3.80439, -5.21275], [4.23643, -3.15051, -4.58083], [4.29852, -4.29730, -5.92405], [3.17967, -4.56089, -4.58150], [1.99010, -3.66920, -6.58869], [3.04491, -2.24891, -6.57763], [2.82230, -0.54341, -4.82912], [1.36066, 0.52214, -3.14646], [-3.15884, 0.15964, 3.52116], [-4.21991, -0.11691, 3.59927], [-3.02039, 1.12451, 4.01749], [-0.29756, -1.61020, 2.50661], [-1.32058, -2.72330, 1.60838], [-1.66739, -2.77875, 4.17201], [1.89812, -0.89669, 5.54895], [1.08208, 0.64685, 5.85444], [2.02015, -0.12601, 7.13894]],
  "forces_ev_per_angstrom": [[-0.4, -0.2, 0.0], [0.3, 0.3, 0.3], [0.1, -0.2, -0.1], [-0.1, 0.1, 0.0], [-0.2, -0.1, -0.3], [-0.1, -0.1, 0.1], [0.2, 0.3, 0.2], [-0.1, -0.1, -0.1], [0.3, -0.3, -0.2], [0.1, 0.0, 0.0], [-0.1, -0.1, 0.2], [-0.1, 0.2, 0.1], [0.1, -0.1, -0.4], [0.3, -0.3, 0.0], [0.1, -0.6, 0.6], [-0.3, 0.5, 0.0], [-0.2, 0.2, 0.3], [0.0, 0.0, 0.1], [0.3, -0.4, -0.3], [-0.5, 0.3, 0.0], [0.1, 0.1, -0.2], [0.0, -0.1, -0.3], [0.0, 0.3, 0.0], [-0.1, 0.0, 0.2], [0.1, 0.0, -0.1], [-0.3, -0.2, -0.6], [-0.1, 0.2, 0.3], [0.3, 0.1, -0.3], [-0.1, 0.0, 0.0], [0.0, -0.3, 0.5], [0.0, 0.0, 0.1], [0.1, 0.0, -0.1], [-0.1, 0.6, 0.1], [-0.2, -0.2, -0.1], [0.0, 0.1, 0.0], [-0.1, 0.0, -0.2], [0.0, 0.0, 0.1], [0.4, -0.2, 0.1], [0.1, 0.0, 0.0], [-0.1, 0.1, -0.2], [0.0, -0.1, 0.1], [0.0, 0.0, 0.0], [0.1, 0.1, 0.0], [0.1, 0.0, -0.1], [0.2, -0.2, -0.3], [-0.1, -0.1, 0.1], [0.0, 0.0, 0.0], [0.0, 0.0, -0.1], [0.0, 0.1, 0.0], [0.0, 0.2, 0.1], [-0.1, 0.0, 0.1], [0.0, -0.1, -0.1], [0.1, -0.1, 0.2], [-0.1, 0.0, -0.2], [0.1, 0.0, 0.1], [0.1, -0.1, 0.0], [0.0, -0.1, 0.1], [0.0, 0.1, -0.1], [-0.1, 0.0, -0.1], [0.1, 0.1, -0.1], [0.0, 0.1, 0.0], [-0.2, 0.3, 0.3], [0.1, 0.1, 0.0], [-0.1, -0.2, -0.1], [0.0, -0.1, 0.0], [0.0, 0.0, 0.1], [-0.1, 0.0, -0.1], [0.1, 0.0, 0.0], [0.0, 0.1, 0.0], [0.1, 0.0, 0.1]]
}

[5]
{
  "formula": "C23H20ClF5LaOPTe",
  "method": "ωB97M-V/def2-TZVPD",
  "de_lowest_kcal_mol": 17.0,
  "energy_ha": -2564.24994,
  "e_lumo_ev": [-2.5, -4.1],
  "gap_ev": [6.543, 4.904],
  "elements": ["C", "C", "C", "H", "C", "C", "H", "H", "H", "H", "La", "Cl", "P", "C", "C", "H", "C", "H", "C", "H", "C", "H", "C", "H", "C", "C", "H", "C", "H", "C", "H", "C", "H", "C", "H", "C", "C", "H", "C", "H", "C", "H", "C", "H", "C", "H", "F", "Te", "F", "F", "F", "F", "O"],
  "coordinates": [[1.96886, -0.00035, 1.51249], [2.10066, 0.78492, 0.32844], [1.15039, 1.85899, 0.39527], [2.85391, 0.63477, -0.44848], [0.46831, 1.74720, 1.65138], [0.96263, 0.58845, 2.32686], [0.68552, 0.25728, 3.32438], [2.55470, -0.87839, 1.77853], [1.01219, 2.64437, -0.34658], [-0.25179, 2.45967, 2.05587], [-0.63259, -0.33884, -0.04995], [-2.84429, 0.60236, -1.13143], [-0.18387, 1.68698, -3.06097], [-0.21608, 3.52284, -3.01811], [0.59843, 4.33144, -3.82786], [1.36382, 3.88604, -4.46503], [0.41125, 5.71878, -3.83923], [1.03334, 6.33494, -4.49900], [-0.56202, 6.30232, -3.02269], [-0.70180, 7.38379, -3.03485], [-1.35546, 5.49954, -2.18722], [-2.11497, 5.95462, -1.55304], [-1.17587, 4.11557, -2.17467], [-1.79334, 3.48060, -1.53607], [1.33875, 1.42082, -4.05073], [2.56646, 1.53301, -3.36736], [2.57842, 1.75219, -2.29898], [3.76775, 1.39504, -4.06458], [4.71533, 1.47528, -3.53047], [3.75037, 1.16067, -5.44891], [4.68938, 1.06512, -5.99439], [2.53347, 1.05089, -6.12594], [2.50977, 0.88309, -7.20614], [1.32631, 1.16029, -5.42689], [0.38048, 1.06752, -5.96174], [-1.48397, 1.35787, -4.31577], [-2.04133, 2.35469, -5.12700], [-1.74958, 3.39752, -5.00536], [-2.96749, 2.00423, -6.11868], [-3.37467, 2.78950, -6.76519], [-3.35747, 0.67386, -6.28071], [-4.07574, 0.40657, -7.05268], [-2.82793, -0.32083, -5.44274], [-3.13405, -1.35813, -5.55582], [-1.90214, 0.02277, -4.45644], [-1.50981, -0.74310, -3.78670], [1.21701, -2.75611, 2.37270], [-0.54350, -3.33305, 1.71131], [-1.51166, -1.00392, 1.89418], [-2.22506, -4.15784, 1.11976], [0.31409, -4.88798, 1.08433], [-0.76071, -4.19632, 3.47410], [-0.18820, -2.48688, -0.00796]],
  "forces_ev_per_angstrom": [[1.6, 0.5, -2.5], [0.3, -1.3, 0.9], [0.7, 0.1, 0.9], [-0.5, 0.0, 0.3], [0.0, -1.0, 1.1], [-1.5, 2.6, 0.1], [-0.1, 0.0, -0.3], [-0.2, 0.3, -0.2], [0.0, -0.2, 0.2], [0.2, -0.4, -0.2], [-0.6, 0.7, -0.6], [-0.5, 0.2, -0.1], [0.1, 0.1, -0.4], [0.0, 0.3, 0.3], [-0.3, 0.2, 0.2], [-0.3, 0.1, 0.2], [0.0, -0.1, 0.1], [-0.3, -0.2, 0.3], [0.0, -0.3, 0.0], [0.0, -0.3, 0.0], [0.3, 0.0, -0.2], [0.2, -0.1, -0.1], [0.3, 0.2, -0.3], [0.1, 0.1, -0.2], [0.3, -0.1, 0.0], [0.0, -0.1, -0.7], [0.0, -0.1, -0.3], [-0.2, 0.0, -0.2], [-0.2, 0.0, -0.2], [-0.2, 0.0, 0.2], [-0.2, 0.0, 0.1], [0.0, 0.0, 0.2], [0.1, 0.0, 0.4], [0.3, 0.1, 0.1], [0.3, 0.0, 0.2], [-0.3, -0.2, 0.1], [0.0, -0.4, -0.2], [-0.1, -0.3, 0.0], [0.1, 0.0, 0.1], [0.1, -0.4, 0.3], [0.3, -0.1, 0.3], [0.1, 0.0, 0.2], [0.1, 0.4, 0.0], [0.0, 0.2, 0.0], [-0.2, 0.4, -0.3], [-0.1, 0.1, -0.2], [-0.5, 0.0, -0.2], [0.1, -1.4, -1.0], [0.1, -0.1, 0.4], [0.9, 0.6, 0.3], [-0.4, 0.6, 0.5], [0.1, 0.4, -0.8], [-0.1, -1.3, 1.1]]
}

[6]
{
  "formula": "C4H8O",
  "method": "ωB97M-V/def2-TZVPD",
  "de_lowest_kcal_mol": 68.8,
  "energy_ha": -232.33598,
  "e_lumo_ev": 0.8,
  "gap_ev": 9.579,
  "smiles": "OC1=CC1.C",
  "elements": ["C", "C", "O", "C", "C", "H", "H", "H", "H", "H", "H", "H", "H"],
  "coordinates": [[-1.59869, -0.39556, 1.36881], [0.51766, 0.19911, -0.95802], [-0.66393, -0.09638, -1.50182], [1.93111, -0.19985, -1.03140], [1.28248, 0.90163, -0.18579], [-1.79558, -0.58702, 2.42438], [-1.75762, -1.30560, 0.78639], [-2.26756, 0.39074, 1.00326], [-1.32807, 0.51450, -1.15188], [2.27754, -1.12693, -0.55647], [2.48347, 0.08799, -1.93235], [-0.56526, -0.09467, 1.23552], [1.48444, 1.71204, 0.49938]],
  "forces_ev_per_angstrom": [[-0.2, -0.2, 0.0], [0.2, 0.3, 0.2], [0.1, 0.1, 0.0], [0.1, -0.1, -0.3], [-0.2, 0.0, -0.1], [0.0, 0.0, -0.1], [-0.1, 0.1, 0.1], [0.1, -0.1, 0.1], [0.1, -0.1, 0.0], [-0.1, 0.2, -0.1], [0.1, -0.1, 0.2], [0.0, 0.1, 0.1], [-0.1, -0.2, -0.2]]
}

[7]
{
  "formula": "C3H5N5",
  "method": "ωB97M-V/def2-TZVPD",
  "de_lowest_kcal_mol": 83.3,
  "energy_ha": -390.98563,
  "e_lumo_ev": -0.9,
  "gap_ev": 8.604,
  "smiles": "[H]/N=C1/C=NC(NN)=N1",
  "elements": ["C", "C", "C", "H", "H", "H", "H", "H", "N", "N", "N", "N", "N"],
  "coordinates": [[-0.06846, -0.41569, -0.40157], [-0.13242, 0.27085, 1.61082], [-0.69007, -1.04839, 1.51794], [0.43567, 1.60660, -1.73133], [1.75197, 0.53449, -2.37578], [-0.28192, -1.26219, -2.21651], [0.27311, 1.78811, 2.26759], [-1.16383, -1.71245, 2.27086], [0.62007, 0.64427, -2.51034], [-0.03996, -0.44075, -1.76673], [0.38682, 0.51546, 0.36837], [-0.22973, 1.03827, 2.69247], [-0.86122, -1.51859, 0.27420]],
  "forces_ev_per_angstrom": [[-1.4, -1.3, -1.3], [-0.2, 0.8, 3.1], [-3.5, -4.6, -1.9], [0.7, -3.7, -3.0], [-3.5, 0.1, -0.2], [-0.5, -1.5, -1.2], [0.5, 2.1, 0.5], [0.6, 1.0, 0.0], [1.7, 2.1, 3.9], [1.9, 3.2, 2.5], [0.5, 1.5, -1.2], [0.6, -2.7, -3.5], [2.6, 3.1, 2.2]]
}

[8]
{
  "formula": "C4H8N3",
  "method": "ωB97M-V/def2-TZVPD",
  "de_lowest_kcal_mol": 208.1,
  "total_charge": 1,
  "energy_ha": -320.95973,
  "e_lumo_ev": [-5.4, -5.3],
  "gap_ev": [8.044, 8.238],
  "elements": ["C", "C", "C", "C", "N", "N", "N", "H", "H", "H", "H", "H", "H", "H", "H"],
  "coordinates": [[-0.63732, 1.14193, -0.63974], [-1.34926, -1.01208, 0.25039], [2.10636, 0.21567, -0.21487], [0.86903, -0.71508, -0.17690], [2.00254, 1.36492, 0.43390], [-0.49284, -0.04659, -0.06842], [-1.13307, 2.20641, -0.17789], [-0.95681, -2.03965, 0.23336], [-2.41430, -0.78016, 0.19158], [3.08449, -0.23796, 0.02606], [2.36821, 0.44679, -1.33720], [0.72562, -1.28512, -1.13339], [1.03858, -1.32233, 0.65547], [-1.21964, 2.91472, -0.81651], [-1.61042, 2.37731, 0.72536]],
  "forces_ev_per_angstrom": [[0.7, 0.8, -2.0], [-0.3, 1.7, -1.1], [0.4, -0.6, -3.4], [0.9, 0.8, -2.5], [-0.5, 1.9, 1.1], [0.2, -4.1, 2.7], [-1.1, -1.4, 2.7], [-0.5, 0.7, 0.4], [0.3, -0.2, 0.2], [-0.3, -0.7, 0.4], [-0.5, 0.0, 1.3], [0.8, 0.3, 1.0], [-0.5, -1.1, 1.3], [-0.2, 2.4, -1.8], [0.6, -0.4, -0.2]]
}

Molecular weight: 130.2, 137.1, 82.1, 540.6, 740.3, 72.1, 111.1, 98.1 (g/mol)